The following is a quantum chemistry calculation of 2 unconnected molecules or ions with the total composition C2H2NO4 at a distorted geometry, from OMol25.

The HOMO energy is -0.5931 Eh. As for the frontier orbital gap: 9.709 eV. As for the total charge: +1. The calculation puts the relative energy (zero: lowest compared OMol25 entry of this formula, charge and spin) at 25.78 kJ/mol.

Structure (XYZ):
```
9
Properties=species:S:1:pos:R:3:forces:R:3
C -0.548556 -0.516736 -0.604931 0.621 -0.560 -0.069
C 0.789979 -0.244978 0.150556 -1.246 0.573 -0.020
N -0.930637 1.959554 0.422065 -0.983 1.695 2.220
O -1.504569 2.101901 1.343979 1.126 -0.417 -1.796
O -1.431342 0.282179 -0.471289 -0.562 -0.894 -0.472
O 0.794463 0.755133 0.831638 0.483 -0.365 0.011
O 1.783494 -1.052784 0.043539 0.986 -0.478 0.102
H -0.656661 -1.422244 -1.225298 -0.100 0.155 0.018
H 1.703829 -1.862024 -0.490261 -0.326 0.291 0.008
```
Positions in Å, forces in eV/Å.

Atomic partial charges in e from the natural (NBO) method, atoms 1 to 6:
1 C 0.376
2 C 0.711
3 N 0.642
4 O 0.040
5 O -0.405
6 O -0.501

=====

The following is a quantum chemistry calculation of a single C2H2NOPS molecule at a distorted geometry, from OMol25.

The HOMO energy (spin up / spin down) is -0.2881 / -0.2883 Eh. Its SMILES is C1=CP=NSO1. As for the frontier orbital gap (spin up / spin down): 6.846 / 6.849 eV. The calculation puts the relative energy (zero: lowest compared OMol25 entry of this formula, charge and spin) at 13.03 kJ/mol.

Structure (XYZ):
```
8
Properties=species:S:1:pos:R:3:forces:R:3
C 0.560156 -0.521666 0.423572 -0.658 0.380 4.308
C -0.259833 0.478945 0.805490 2.610 -2.139 3.265
N 0.044255 -0.340718 3.291707 -1.463 2.548 -0.366
O 1.323776 -1.359285 1.204839 -0.163 0.527 -0.074
P -0.632826 0.964798 2.505014 1.420 -2.607 0.960
S 0.867878 -1.602324 2.910009 0.075 0.264 -1.406
H 0.599332 -0.758070 -0.551764 0.469 -1.046 -3.395
H -0.783717 0.874058 0.068904 -2.290 2.073 -3.292
```
Positions in Å, forces in eV/Å.

Atomic partial charges in e from the natural (NBO) method, atoms 1 to 6:
1 C 0.246
2 C -0.710
3 N -1.036
4 O -0.677
5 P 0.914
6 S 0.872

=====

The following is a quantum chemistry calculation of a single C2H2NOPS molecule at a distorted geometry, from OMol25.

The HOMO energy (spin up / spin down) is -0.3074 / -0.3088 Eh. Its SMILES is N#S1=PC=CO1. As for the frontier orbital gap (spin up / spin down): 6.830 / 6.864 eV. The calculation puts the relative energy (zero: lowest compared OMol25 entry of this formula, charge and spin) at 174.23 kJ/mol.

Structure (XYZ):
```
8
Properties=species:S:1:pos:R:3:forces:R:3
C 0.584242 -0.154961 0.940788 -0.702 0.120 -0.442
C -0.864600 0.021416 0.727318 2.417 0.762 -1.046
N 0.005732 -0.511930 -2.485035 0.123 1.454 0.948
O 1.375285 0.311589 0.065325 0.513 -0.389 1.536
P -1.374888 0.889582 -0.730074 1.433 -1.633 1.175
S 0.641616 0.652206 -1.777586 -1.424 -1.037 -0.905
H 1.109940 -0.735747 1.823994 -1.447 1.044 -1.576
H -1.477326 -0.472155 1.435269 -0.913 -0.321 0.310
```
Positions in Å, forces in eV/Å.

Atomic partial charges in e from the natural (NBO) method, atoms 1 to 6:
1 C 0.355
2 C -0.817
3 N -0.787
4 O -0.653
5 P 0.581
6 S 0.891